Molecular formula: C8H16N2
Method: DFT, ωB97M-V/def2-TZVPD

## Properties
- SMILES: CCc1c[nH]cn1.CCC
- 2S+1: 1
- E_LUMO: 0.0307 Eh

Atoms and positions in Å:
N 1.7589 -1.0964 1.7793
N 2.1267 0.9189 0.9567
C -0.7190 -1.0568 2.1574
C -0.5579 -0.6664 -1.5192
C 2.6612 -0.2841 1.3348
C 0.7893 0.8412 1.2809
C 0.5485 -0.4208 1.7184
C 0.3866 0.8617 -3.2655
C -0.9073 0.3418 -2.5938
C -1.9382 -0.1332 2.2253
H 0.1240 1.6573 1.0785
H -2.5997 -0.5385 2.9978
H -1.6463 0.8737 2.5216
H 2.6170 1.8035 0.9396
H -0.5404 -1.5347 3.1305
H -0.8522 -2.0223 1.6357
H 3.7273 -0.4047 1.2522
H 1.0384 1.1470 -2.4328
H -2.5226 -0.1701 1.3123
H -1.6608 -0.0546 -3.2727
H 0.9076 -0.0208 -3.6625
H 0.1245 -0.3517 -0.7380
H 0.2510 1.6751 -3.9588
H -1.3248 1.2061 -2.0827
H -1.4764 -0.8947 -0.9590
H -0.3154 -1.6762 -1.8361

Atom charges from the natural (NBO) analysis, given in e for atoms 1 to 2: N -0.46; N -0.54

Molecular formula: C3H5PS
Method: DFT, ωB97M-V/def2-TZVPD

## Properties
- 2S+1: 1
- E_LUMO (alpha / beta): -0.0427 / -0.0423 Eh

Atoms and positions in Å:
S -2.4130 -0.9407 0.0249
P -2.8352 0.9778 -0.0380
C 0.0931 0.0147 -0.4633
C 0.1401 1.1996 0.1418
C -0.4824 -1.1770 0.0587
H -0.4547 -1.4154 1.0524
H -0.4602 -2.0481 -0.5168
H 0.4243 2.0966 -0.4149
H -0.3908 1.1774 1.1547
H 0.4181 0.1102 -1.4790

Atom charges from the natural (NBO) analysis, given in e for atoms 1 to 2: S -0.01; P 0.11

Molecular formula: C2H3N3O
Method: DFT, ωB97M-V/def2-TZVPD

## Properties
- SMILES: Nc1cnon1
- 2S+1: 1
- E_LUMO: 0.0311 Eh

Atoms and positions in Å:
O 1.8337 -0.8705 0.1637
N -1.5541 -0.1635 0.0696
N 0.5262 -1.2342 0.2441
N 1.9643 0.4376 -0.1059
C -0.1687 -0.1502 0.0283
C 0.7620 0.9235 -0.1732
H 0.6806 1.9978 -0.2095
H -1.9101 -1.1089 0.1674
H -2.0039 0.3092 -0.7054

Atom charges from the natural (NBO) analysis, given in e for atoms 1 to 2: O -0.14; N -0.80

Molecular formula: C46H45AsO2P2TeZn
Method: DFT, ωB97M-V/def2-TZVPD

## Properties
- 2S+1: 1
- E_LUMO: -0.1671 Eh
- Charge: +2

Atoms and positions in Å:
Te -2.1883 0.2988 -2.0403
As 0.4152 3.2138 -0.8895
Zn -0.5582 1.1071 -0.0811
P 1.1359 -1.0778 1.3350
P -1.6972 -0.5038 2.3766
O 1.0329 0.4000 0.9419
O -1.7385 0.7272 1.4767
C 3.2306 -2.2623 -1.8979
C -3.2378 -4.4345 -1.7602
C 2.0729 5.9245 -4.5789
C -0.2832 -0.6182 6.1837
C -1.9209 -4.0217 -1.5895
C -1.4946 1.4444 5.8737
C -0.4618 0.8293 -5.9704
C 1.6486 4.0305 0.3452
C 2.8210 -3.5761 -2.0912
C -0.6949 4.6966 -1.4165
C -3.2707 -1.3247 2.3681
C 1.7470 -2.0865 -0.0078
C 1.4904 4.7733 -4.0669
C -5.4906 -1.5404 1.4772
C -0.5107 -1.7340 1.7427
C 1.3415 -3.4074 -0.2034
C -1.7453 1.1071 4.5552
C -4.2368 -3.5027 -2.0060
C 0.8091 0.2842 -5.8596
C 3.9449 5.6312 -3.1013
C -3.9269 -2.1491 -2.0830
C -1.2528 -0.0980 4.0433
C 2.6153 -2.4964 3.1743
C -5.7051 -2.6381 2.2976
C 1.4635 2.8253 -2.4896
C -0.5263 -0.9631 4.8623
C 3.3589 4.4822 -2.5891
C -4.7079 -3.0811 3.1614
C -1.3234 0.8225 -4.8783
C -3.4907 -2.4241 3.2017
C -0.7654 0.5821 6.6844
C 3.3925 -2.6009 4.3152
C -0.8901 0.2658 -3.6808
C 1.8790 -4.1491 -1.2455
C 3.3239 -0.2040 4.5936
C 3.2984 6.3582 -4.0927
C 2.1797 -1.2376 2.7533
C 2.1223 4.0467 -3.0616
C -4.2701 -0.8788 1.5070
C 3.7442 -1.4550 5.0213
C 2.6965 -1.5147 -0.8596
C -2.6072 -1.7485 -1.9086
C 0.3865 -0.2744 -3.5566
C -1.6009 -2.6728 -1.6548
C 1.2316 -0.2691 -4.6565
C 2.5371 -0.0887 3.4568
H 0.2862 -1.2839 6.8187
H 3.6051 0.6817 5.1476
H -2.7255 -2.7556 3.8958
H 2.1889 0.8803 3.1236
H 3.7549 7.2533 -4.4940
H 3.8758 3.9121 -1.8246
H 3.9720 -1.8242 -2.5534
H -6.6593 -3.1480 2.2753
H 4.9079 5.9575 -2.7304
H 1.5670 -5.1739 -1.3977
H 2.2253 -0.6906 -4.5714
H -0.1310 -1.8960 4.4834
H -0.5756 0.8474 7.7161
H 0.7683 2.3739 -3.1973
H -1.8678 2.3783 6.2719
H 0.5358 4.4345 -4.4558
H -0.4306 -2.5664 2.4452
H -3.4838 -5.4867 -1.7078
H 4.3594 -1.5404 5.9076
H 0.6031 -3.8629 0.4480
H 2.1299 4.8709 -0.1503
H 3.0175 -0.4919 -0.7021
H 2.3919 3.3084 0.6751
H -0.7903 1.2569 -6.9086
H -0.9747 -2.1225 0.8279
H -2.3100 1.7789 3.9201
H -1.4466 4.3847 -2.1386
H -1.1416 -4.7522 -1.4098
H -4.8867 -3.9289 3.8086
H 1.0841 4.3836 1.2061
H -6.2770 -1.1924 0.8204
H -4.0973 -0.0123 0.8811
H 2.1898 2.0592 -2.2099
H 0.7322 -0.6860 -2.6162
H 3.7341 -3.5709 4.6502
H 1.5718 6.4804 -5.3608
H -5.2594 -3.8266 -2.1479
H -1.1879 5.0968 -0.5330
H -0.5716 -2.3567 -1.5393
H 1.4744 0.2906 -6.7129
H -2.3164 1.2436 -4.9703
H -4.7087 -1.4262 -2.2782
H -0.0531 5.4551 -1.8604
H 2.3562 -3.3912 2.6185
H 3.2402 -4.1590 -2.9013

Atom charges from the natural (NBO) analysis, given in e for atoms 1 to 2: Te 0.55; As 0.77

Molecular formula: FNO2S2Zn
Method: DFT, ωB97M-V/def2-TZVPD

## Properties
- 2S+1: 1
- E_LUMO: -0.0508 Eh

Atoms and positions in Å:
Zn 0.4640 -0.5864 -1.4616
S -0.5850 0.2262 1.1546
S 1.8621 0.8066 -0.0747
F -0.0363 -1.0562 -3.0430
O -0.8712 -0.6529 -0.0146
O -1.5687 0.3054 2.2142
N 0.7351 0.9573 1.2251

Atom charges from the natural (NBO) analysis, given in e for atoms 1 to 2: Zn 1.56; S 2.18

Molecular formula: C2H3F2N2O2
Method: DFT, ωB97M-V/def2-TZVPD

## Properties
- 2S+1: 3
- E_LUMO (alpha / beta): 0.1644 / 0.1009 Eh
- Charge: -1

Atoms and positions in Å:
F 2.0936 -0.8101 0.9459
F 1.8142 1.3246 0.7831
O -1.5730 -0.3594 1.1101
O -3.1857 -0.1610 -0.3021
N -1.9830 -0.2524 -0.0307
N -1.2731 -0.0941 -1.1017
C 0.6933 -0.0338 -0.7542
C 1.1638 0.1491 0.6073
H 0.4510 0.3290 1.3194
H 0.8018 0.8171 -1.3269
H 0.9971 -0.9089 -1.2503

Atom charges from the natural (NBO) analysis, given in e for atoms 1 to 2: F -0.38; F -0.39

Molecular formula: C4H4N2O2
Method: DFT, ωB97M-V/def2-TZVPD

## Properties
- SMILES: [H]/N=C\n1ccoc1=O
- 2S+1: 1
- E_LUMO: 0.0236 Eh

Atoms and positions in Å:
O -0.9080 1.5004 1.0742
O -2.3580 0.7224 -0.4897
N -0.1611 -0.0881 -0.2464
N 0.6576 -1.9801 -1.5180
C 0.3831 1.2370 1.4108
C 0.8705 0.2629 0.6147
C -1.2673 0.6696 0.0629
C -0.1596 -1.0168 -1.2473
H 1.8243 -0.1718 0.6670
H 1.3668 -2.1899 -0.6127
H 0.8115 1.8036 2.2076
H -1.0600 -0.7493 -1.9231

Atom charges from the natural (NBO) analysis, given in e for atoms 1 to 2: O -0.43; O -0.59

Molecular formula: C14H51NO11
Method: DFT, ωB97M-V/def2-TZVPD

## Properties
- SMILES: COC[C@H](C)N.CO.CO.CO.CO.CO.CO.CO.CO.CO.CO
- 2S+1: 1
- E_LUMO: 0.0102 Eh

Atoms and positions in Å:
O 2.0691 -3.3293 -2.3395
O -4.4731 2.0259 -0.0326
O -2.7002 -3.0134 0.5957
O -0.4903 -2.3004 4.5692
O -3.5802 2.1778 -2.7967
O -0.1018 0.3098 -4.9216
O 3.5231 0.1941 0.5779
O -1.0358 -3.1631 -1.9212
O 0.6681 0.1320 -0.3635
O -0.8435 2.2177 2.8557
O 2.6350 1.1149 -4.3882
N 0.1972 4.7585 2.2656
C 3.8940 -0.8092 1.5044
C -0.2584 -0.6936 0.3187
C 0.5901 3.5317 1.5541
C 0.7598 -2.1373 3.9252
C -2.3503 -3.1471 1.9633
C -3.3424 1.6169 0.7142
C 0.4980 2.2942 2.4298
C 3.1667 1.3126 -3.0734
C 2.6771 -2.0639 -2.1174
C -1.6043 -4.1644 -2.7805
C 1.9546 3.7777 0.9487
C -0.5880 -0.6000 -3.9432
C -2.2271 2.0289 -2.4007
C -1.1282 1.1396 3.7012
H -1.9994 2.6709 -1.5434
H -2.2233 -4.8155 -2.1538
H 4.0431 0.7335 -2.7830
H -1.1157 -1.0040 -0.2813
H -2.6140 2.4129 0.8572
H -1.6797 -0.7159 -4.0033
H 1.0197 5.1155 2.7432
H 2.0415 4.7572 0.4869
H 2.9858 -1.3411 1.7872
H -1.6170 2.2142 -3.2823
H 2.3172 1.0189 -2.4419
H -2.1528 0.7808 3.5586
H 0.8027 1.3791 1.9054
H -4.1106 1.9394 -2.0274
H 3.3137 2.3912 -2.9308
H -0.7080 -0.1072 1.1284
H -1.6047 -3.1768 -1.1443
H 3.7468 -2.1671 -1.9701
H -0.5096 -3.1781 4.9658
H 1.1180 -3.1910 -2.3248
H 1.0357 -2.9924 3.3049
H 1.6861 0.9880 -4.2994
H -1.3408 -3.5536 1.9988
H 0.0006 -0.1997 -5.7327
H 2.1716 -1.6277 -1.2484
H -0.6111 0.2074 3.4309
H -3.5482 -2.5798 0.4715
H 0.1747 -1.6516 0.6212
H 1.5934 -1.8904 4.5895
H 1.2697 2.4005 3.2099
H 2.3919 -1.3664 -2.9137
H 4.6533 -1.5119 1.1599
H 0.7055 -1.2730 3.2607
H -4.9673 2.7013 0.4373
H -2.2570 -2.1727 2.4506
H -0.9677 1.3511 4.7630
H -0.2615 -1.6385 -4.0373
H 2.7076 3.6497 1.7360
H -0.3582 -0.1572 -2.9776
H 4.2466 0.8002 0.4027
H 4.2487 -0.3435 2.4314
H -3.0496 -3.7779 2.5130
H 1.5343 0.1920 0.0554
H -0.1480 3.3756 0.7575
H -2.8760 0.7868 0.1862
H -0.5057 4.5653 2.9706
H -1.9135 1.0386 -2.0444
H -0.8517 -4.7867 -3.2597
H 2.2144 3.0345 0.1905
H -3.6522 1.2098 1.6801
H -2.2880 -3.7048 -3.4997

Atom charges from the Mulliken analysis, given in e for atoms 1 to 2: O -0.62; O -0.56

Molecular formula: C2H4Si
Method: DFT, ωB97M-V/def2-TZVPD

## Properties
- SMILES: C#C[SiH3]
- 2S+1: 1
- E_LUMO: 0.0377 Eh

Atoms and positions in Å:
Si 0.5100 -0.5701 0.5800
C -0.5024 0.6350 -0.3309
C -1.0815 1.4150 -1.0586
H 0.4133 -0.8919 2.0129
H -1.5160 2.1749 -1.6747
H 1.9573 -0.8223 0.2908
H 0.2192 -1.9405 0.1806

Atom charges from the natural (NBO) analysis, given in e for atoms 1 to 2: Si 0.79; C -0.49

Molecular formula: C3H8O4
Method: DFT, ωB97M-V/def2-TZVPD

## Properties
- SMILES: O=COO.CCO
- 2S+1: 1
- E_LUMO: 0.0129 Eh

Atoms and positions in Å:
O -2.2587 -1.0111 0.3952
O -1.3665 -1.6878 -0.5444
O 0.7943 -2.6100 -0.3273
O -0.4417 1.1576 0.8835
C -0.0796 -1.9072 0.1334
C 1.6858 1.3782 -0.1874
C 0.2262 1.0351 -0.3570
H 1.7945 2.4374 0.0655
H -1.3200 0.7477 0.7792
H -0.1523 -1.5832 1.1817
H -2.9991 -1.6451 0.3454
H 2.1284 0.8166 0.6409
H -0.2512 1.6854 -1.0986
H 2.2429 1.1835 -1.1073
H -0.0031 0.0028 -0.8028

Atom charges from the natural (NBO) analysis, given in e for atoms 1 to 2: O -0.46; O -0.30

Molecular formula: C25H22F4N5Pd
Method: DFT, ωB97M-V/def2-TZVPD

## Properties
- 2S+1: 1
- E_LUMO: -0.4512 Eh
- Charge: +3

Atoms and positions in Å:
Pd 0.3382 -0.2198 -0.6571
F -2.1299 3.9493 2.5815
F -2.9136 3.4452 5.0925
F -1.2792 -0.9514 4.8034
F -0.4636 -0.4908 2.2767
N -0.0287 1.7450 -1.7336
N 2.3021 0.0500 -0.0909
N -1.0418 1.7551 1.0294
N 0.9447 -2.0838 -0.5702
N -1.4492 -1.2143 -1.0578
C -1.2931 -2.5627 -1.1329
C 4.3642 -1.1138 0.2429
C -1.0942 0.4322 2.9469
C -3.7901 -1.4978 -1.4585
C -2.3473 2.5064 4.3773
C -3.6273 -2.8658 -1.5729
C 1.1305 2.6537 -1.8520
C 2.7510 -3.5983 -0.5383
C -2.1213 1.2408 4.9459
C 4.2317 1.2281 0.6798
C -1.2141 2.9075 0.1815
C -2.3589 -3.4021 -1.3947
C 2.2553 -2.3117 -0.4091
C 4.9843 0.0703 0.6185
C -1.3470 1.7138 2.2705
C -1.4967 0.2107 4.2323
C -1.9591 2.7656 3.0947
C -0.3062 1.2139 -3.0954
C -2.6788 -0.7153 -1.1952
C 0.0770 -3.0483 -0.9077
C 0.5212 -4.3534 -1.0447
C 2.8962 1.1723 0.3188
C 1.8681 -4.6226 -0.8479
C 3.0240 -1.1031 -0.0897
C -1.1967 2.5418 -1.2979
H 0.5779 0.7031 -3.4720
H 0.9228 3.4145 -2.6091
H -4.4699 -3.5098 -1.7861
H 2.2804 2.0552 0.3568
H 4.6634 2.1669 0.9963
H -2.1270 3.4655 0.4032
H -1.1386 0.5156 -3.0695
H 6.0345 0.0789 0.8780
H -0.3882 3.5932 0.4159
H 4.9234 -2.0380 0.2264
H -0.1570 -5.1496 -1.3138
H -0.5526 2.0312 -3.7790
H -1.2265 3.4828 -1.8583
H 1.3293 3.1636 -0.9136
H 2.0138 2.0955 -2.1530
H 3.8033 -3.8067 -0.4124
H -2.2075 -4.4699 -1.4538
H -2.4219 1.0635 5.9760
H -2.1047 2.0105 -1.5653
H -4.7573 -1.0287 -1.5715
H 2.2349 -5.6349 -0.9539
H -2.7845 0.3510 -1.0871

Atom charges from the natural (NBO) analysis, given in e for atoms 1 to 2: Pd 0.93; F -0.22

Molecular formula: C26H18BrF4OOsPSe3Te
Method: DFT, ωB97M-V/def2-TZVPD

## Properties
- 2S+1: 5
- E_LUMO (alpha / beta): -0.2361 / -0.2939 Eh
- Charge: +2

Atoms and positions in Å:
Os -0.7887 0.4929 1.1384
Te -3.8741 2.8588 2.6291
Br 0.6503 2.4641 1.6230
Se -1.0553 1.4674 4.8472
Se -2.2105 4.5273 2.5827
Se -2.4235 0.7262 3.1732
P 0.2351 0.5480 -0.9388
F 2.8051 0.5232 -2.7478
F 3.3616 3.6622 1.6268
F 5.0982 1.7947 -2.3109
F 5.4045 3.3833 -0.1302
O -1.7611 -1.2894 0.8308
C -0.7103 -2.2136 2.7207
C 1.4577 -1.5033 3.5295
C 2.0578 2.1895 0.3437
C 1.1158 -1.9512 4.7990
C -2.9894 2.2163 -2.7118
C 0.2653 -0.7694 -3.3693
C 0.5403 -3.1445 -3.6198
C -0.1194 -2.5472 5.0245
C 0.6340 -3.2883 -2.2422
C 4.2744 2.7440 -0.3366
C -1.0283 -2.6941 3.9893
C 1.8575 1.3635 -0.7553
C 2.9117 1.2612 -1.6491
C 0.5393 -2.1735 -1.4245
C -1.3221 3.9519 -2.5943
C -1.6856 -2.2574 1.6193
C 4.1145 1.9315 -1.4439
C 0.3596 -0.9090 -1.9829
C -2.6004 3.5326 -2.9335
C -0.8101 1.7390 -1.8069
C 0.3563 -1.8873 -4.1812
C 3.2244 2.8791 0.5649
C 0.5491 -1.6329 2.4918
C -2.1005 1.3172 -2.1463
C -0.4249 3.0592 -2.0242
C -2.5799 -3.4199 1.4200
H -3.1921 -3.5679 2.3135
H 0.2856 -1.7779 -5.2555
H -1.9919 -3.1496 4.1792
H 0.1240 0.2074 -3.8143
H 0.7824 -4.2676 -1.8059
H -0.3722 -2.9043 6.0138
H 0.6119 -4.0147 -4.2592
H 1.8223 -1.8572 5.6132
H -2.3962 0.2833 -1.9970
H -1.0193 4.9738 -2.7815
H -3.9833 1.8897 -2.9888
H 0.6205 -2.3020 -0.3525
H -3.2949 4.2310 -3.3819
H 0.5751 3.3907 -1.7717
H -3.2203 -3.2705 0.5557
H 2.4406 -1.0893 3.3446
H -1.9816 -4.3267 1.3072
H 0.8610 -1.4008 1.4767

Atom charges from the Mulliken analysis, given in e for atoms 1 to 2: Os 1.51; Te 0.30

Molecular formula: C2I2S2
Method: DFT, ωB97M-V/def2-TZVPD

## Properties
- 2S+1: 1
- E_LUMO: -0.0731 Eh

Atoms and positions in Å:
I -1.5561 1.2440 1.3958
I 1.4124 -1.9783 0.5460
S -1.1150 -1.1162 -1.5679
S 1.3135 1.6655 -0.0917
C -0.1001 -0.5583 -0.4229
C 0.0452 0.7432 0.1407

Atom charges from the natural (NBO) analysis, given in e for atoms 1 to 2: I 0.24; I 0.12

Molecular formula: C22H31N6OP
Method: DFT, ωB97M-V/def2-TZVPD

## Properties
- SMILES: [H]/N=C\CPO.c1cc[nH]c1.c1cc[nH]c1.c1cc[nH]c1.c1cc[nH]c1.c1cc[nH]c1
- 2S+1: 1
- E_LUMO: 0.0048 Eh

Atoms and positions in Å:
P -2.1406 -3.1884 -2.8947
O -3.3893 -2.1458 -2.6624
N -0.8138 3.0338 2.9738
N 1.2430 -2.7324 0.5053
N -1.2764 6.6540 -2.2681
N 1.3109 -3.0132 -2.9799
N 1.9420 1.1349 1.3781
N 1.2454 -5.9895 -1.7309
C 3.1092 2.6048 2.5552
C -1.3674 6.7862 -0.0621
C -0.1212 -2.1827 2.1618
C 0.0629 -6.0302 -1.0426
C -1.5283 5.3872 -1.8124
C 2.6452 1.8828 0.4781
C -1.1769 7.5124 -1.2072
C -0.0711 -2.6845 0.8879
C -1.5903 5.4358 -0.4455
C -2.0623 2.5846 3.3036
C -0.8209 4.3962 2.8854
C 1.2181 -1.9191 2.5635
C 2.2209 1.5641 2.6464
C -0.2318 -7.3425 -0.7881
C -2.0909 4.8286 3.1655
C 1.7104 -7.2627 -1.9215
C 3.3820 2.8046 1.1757
C 2.0341 -2.2676 1.5192
C -0.8586 -2.2108 -3.8301
C -2.8809 3.6766 3.4309
C 0.8140 -8.1261 -1.3504
C 0.3773 -2.1559 -2.9818
H -1.3502 7.1771 0.9416
H 0.4497 -1.3463 -2.2517
H -3.9278 3.6530 3.6839
H -1.1816 6.9144 -3.2319
H -2.4217 5.8541 3.1710
H 2.6358 -7.4458 -2.4400
H -1.2208 -1.2188 -4.1077
H 4.0390 3.5417 0.7455
H -2.2630 1.5331 3.4198
H 3.5163 3.1593 3.3842
H 1.5749 -3.0582 -0.3884
H -2.6398 -3.9111 -4.0071
H -0.9803 8.5603 -1.3558
H 1.5452 -1.5199 3.5093
H -0.0066 2.4558 2.8120
H 1.7683 1.0931 3.5033
H -0.6313 -2.7451 -4.7582
H 0.0732 4.9368 2.6250
H -1.0973 -7.7015 -0.2571
H -3.7686 -1.7644 -3.4665
H -0.4579 -5.1222 -0.7936
H 0.8999 -9.1997 -1.3316
H -1.0158 -2.0262 2.7412
H -0.8557 -3.0094 0.2247
H 3.1042 -2.2190 1.4129
H 1.7068 -5.1471 -2.0293
H -1.6403 4.5631 -2.4961
H 1.1417 -3.7206 -3.7012
H 2.5619 1.7025 -0.5800
H -1.7759 4.6030 0.2124
H 1.3229 0.3730 1.1564

Atom charges from the natural (NBO) analysis, given in e for atoms 1 to 2: P 0.91; O -0.97

no.,electronic energy (Ha),molar mass (u)
1,-423.915476,140.23
2,-856.741452,104.11
3,-317.441685,85.07
4,-6895.875793,959.72
5,-2880.764566,194.53
6,-537.482375,125.05
7,-414.784488,112.09
8,-1446.178709,409.56
9,-367.990210,56.14
10,-419.936155,108.09
11,-1765.983691,574.90
12,-11954.036279,1088.01
13,-1467.909982,341.96
14,-1601.980953,426.50